[1]
C18H22ClN3NiO8PS2 | ωB97M-V with the def2-TZVPD basis set

Geometry as XYZ:
```
56
Properties=species:S:1:pos:R:3:forces:R:3:lowdin_charge:R:1
Ni -0.55284 -1.52745 -2.47950 0.3 -0.5 0.0 0.5714
Cl -3.12911 -1.14171 -0.92840 0.1 0.1 0.1 0.6970
S 1.43592 0.97490 0.86675 0.1 0.0 -0.1 0.2117
S 2.82969 -0.58803 3.55535 0.0 -0.1 -0.1 0.1597
P 1.37157 0.48862 2.78012 -0.1 0.0 0.1 -0.2053
O -2.16946 -2.10151 -1.59185 -0.4 0.4 0.0 -0.3985
O 0.01156 -0.32657 3.11656 0.0 0.0 0.0 -0.3641
O 3.20721 -2.39358 -3.32889 0.0 0.0 0.0 0.1193
O 1.70586 -1.68138 -5.69932 0.1 0.0 0.0 0.1044
O -2.54853 0.16418 -1.03019 0.0 0.0 0.0 -0.3227
O -3.27029 -1.56938 0.42271 0.0 0.0 0.0 -0.2980
O -4.37152 -1.19841 -1.63636 0.0 -0.2 0.0 -0.3157
O 1.09147 1.79896 3.70455 -0.1 0.0 0.0 -0.3475
N -1.31502 -0.84974 -4.09991 -0.1 0.1 0.0 0.0592
N 0.99918 -1.67125 -3.47090 0.0 0.2 -0.2 0.0649
N 0.54052 -2.11523 -1.05826 0.0 0.0 0.3 0.0448
C 0.90284 -1.47460 -4.81874 -0.1 0.0 0.0 -0.4201
C -0.81484 -0.51560 -6.40545 0.0 0.0 0.0 0.0137
C 3.29663 2.89959 3.39542 0.0 0.0 0.0 -0.0995
C 2.35484 -2.92965 0.84852 0.0 0.0 0.1 -0.0468
C -2.52717 -0.31931 -4.27791 0.1 -0.1 -0.2 -0.0552
C 2.74178 -2.81811 -0.47853 0.0 0.0 -0.1 0.0234
C -1.61053 0.57249 4.66585 0.0 0.0 0.0 -0.0557
C 0.17741 -2.18277 0.22392 0.0 0.0 0.0 -0.0889
C 2.12636 -2.17321 -2.84299 0.0 0.0 0.1 -0.3994
C -2.93858 0.13048 -5.52254 0.0 0.0 0.1 -0.0307
C -1.34072 0.15474 3.22870 0.0 0.0 0.0 -0.4508
C -1.72913 1.23786 2.23906 0.0 0.0 0.0 -0.0734
C 1.81458 3.04002 3.70082 0.0 0.0 0.0 -0.4733
C 1.12587 4.02856 2.77273 0.0 0.0 0.0 -0.0746
C -0.46851 -0.92984 -5.13685 -0.1 0.1 0.0 -0.1498
C 1.05946 -2.60157 1.20297 0.1 0.0 0.0 -0.0667
C 1.80808 -2.39850 -1.39637 0.0 0.0 0.0 -0.1681
C -2.07578 0.02232 -6.59959 0.0 0.0 -0.1 -0.0435
H 1.71003 3.39420 4.73119 0.0 0.0 0.0 0.1331
H -0.82494 -1.86904 0.46876 0.0 -0.1 0.0 0.0981
H 3.76400 2.17469 4.05941 0.0 0.0 0.0 0.0479
H -2.67947 0.75417 4.80064 0.0 0.0 0.0 0.0758
H -0.08509 -0.61837 -7.19600 0.0 0.0 0.0 0.1232
H 1.17637 3.66774 1.74572 0.0 0.0 0.0 0.0403
H 3.45149 2.56901 2.36815 0.0 0.0 0.0 0.0514
H 0.75165 -2.58699 2.23687 0.0 0.0 0.0 0.0981
H -2.38118 0.36130 -7.58117 0.0 0.0 0.0 0.1103
H -1.17233 2.15608 2.42546 0.0 0.0 0.0 0.0574
H -1.05988 1.48049 4.90908 0.0 0.0 0.0 0.0705
H -1.93581 -0.73638 3.00852 0.0 0.0 0.0 0.1303
H -2.79640 1.43900 2.36336 0.0 0.0 0.0 0.0852
H 3.74817 -3.01600 -0.81899 0.0 0.0 0.0 0.1239
H -3.16493 -0.25870 -3.41296 -0.1 0.0 0.0 0.0851
H 0.07746 4.14664 3.05238 0.0 0.0 0.0 0.0707
H -1.29822 -0.21522 5.35229 0.0 0.0 0.0 0.0807
H -3.92548 0.55677 -5.63062 0.0 0.0 0.0 0.1111
H 3.06315 -3.21327 1.61389 0.0 0.0 0.0 0.1020
H -1.54485 0.93041 1.21388 0.0 0.0 0.0 0.0345
H 1.61430 5.00421 2.83836 0.0 0.0 0.0 0.0740
H 3.77315 3.87390 3.53032 0.0 0.0 0.0 0.0751
```
Positions in Å, forces in eV/Å.

Calculated values
E_tot = -124398.19145 eV
Total charge = -1
Orbital gap = 5.76 eV
Multiplicity = 1


[2]
C24H72N9O6P3S3 | ωB97M-V with the def2-TZVPD basis set

Geometry as XYZ:
```
117
Properties=species:S:1:pos:R:3:forces:R:3:mulliken_spin:R:1
S -1.92897 -0.57795 -1.56379 -0.2 -1.3 2.7 -0.0350
S -6.07510 -2.18738 2.48106 0.1 1.2 1.2 0.0088
S 0.18573 3.16370 2.24648 -0.7 -1.1 -1.3 -0.5572
P 3.72498 -0.08150 -1.78139 0.2 0.7 2.8 -0.1698
P 0.08141 -6.21445 1.91963 -1.0 1.5 -0.4 0.0077
P -2.28025 6.16867 -1.98100 2.3 0.0 1.0 -0.0171
O -2.59311 -1.94955 -1.40815 0.7 1.4 -0.5 -0.0004
O -1.23862 -6.09546 1.14675 2.7 0.5 2.0 0.0187
O -0.81128 5.85070 -2.17252 -2.0 1.1 -0.5 -0.0216
O 2.23161 0.05968 -1.89511 1.7 0.7 -0.2 0.1722
O -5.88687 -3.00595 3.76375 -0.4 0.3 -2.2 -0.0031
O -1.00825 2.26367 1.92988 0.8 1.0 0.1 0.1964
N -2.75387 7.73312 -2.44151 0.1 0.0 -0.3 -0.0715
N -3.36356 5.07330 -2.64911 0.2 0.7 0.2 -0.0308
N 4.66791 1.39457 -1.67215 -2.6 -2.6 -0.8 -0.6943
N 4.03886 -0.83640 -0.24158 0.1 -0.1 -1.3 -0.4670
N -2.49560 6.05511 -0.32702 -2.0 0.2 1.9 0.0334
N 1.42401 -5.45534 1.22097 -0.7 -2.6 -0.2 -0.2206
N 0.16954 -5.46011 3.47624 -2.0 -0.6 0.0 -0.1274
N 0.50200 -7.81185 2.16263 0.2 -0.7 0.4 -0.0362
N 4.42750 -1.03135 -2.96345 0.8 -1.8 1.2 -0.2953
C -0.43423 -8.62822 3.02681 1.4 0.0 -1.1 0.0117
C -4.48988 -2.07682 1.57847 0.2 -0.8 -0.7 0.0158
C 1.13484 -8.56774 1.05981 -0.7 0.4 0.6 0.0164
C -4.14188 8.20626 -2.40878 0.2 0.8 1.1 0.0185
C 2.77504 -5.90628 1.52490 0.0 0.9 -0.9 0.2191
C 1.54415 2.00502 2.46393 0.4 0.6 1.0 0.1609
C 1.23616 -5.63727 4.46691 -0.4 -0.5 -1.1 0.1456
C 1.35410 -4.23078 0.45723 -1.1 0.3 1.1 -0.1346
C 0.78713 3.82478 0.67106 0.3 0.0 -0.7 0.3401
C 3.93409 2.66967 -2.00826 2.7 -1.3 0.9 0.2265
C -1.10661 -4.90747 4.03234 0.6 0.3 -1.3 0.0143
C 6.10387 1.42076 -1.40617 -0.2 1.4 -0.7 0.6106
C -7.34838 -2.94512 1.30377 1.1 -1.5 1.3 0.0065
C -2.79913 0.45361 -0.32234 0.1 0.0 0.1 0.0834
C 3.20951 -0.62058 0.99070 1.1 -0.5 -0.7 0.3540
C -3.91506 5.96367 0.28101 1.4 -0.3 -0.8 0.0616
C -3.21562 3.70971 -2.24349 -0.3 -1.3 0.5 0.0225
C 4.91357 -0.51861 -4.25535 -1.1 -0.4 0.6 0.0963
C 3.94377 -2.46415 -3.02834 0.3 1.0 0.0 0.1029
C 5.43901 -1.26363 0.08195 -1.8 0.5 -1.0 0.7745
C -1.64583 8.80001 -2.38333 -0.9 -2.0 -0.6 0.0332
C -0.35011 -0.60312 -0.56369 -0.4 -1.0 -0.4 0.1226
C -3.76711 5.28334 -4.00724 -1.0 1.2 -0.9 0.0138
C -1.59080 6.80126 0.61431 -0.6 -1.0 -0.2 0.1355
H -4.96269 7.48948 -2.38427 0.6 -0.6 -0.4 0.0052
H 0.04414 4.43235 0.15442 -0.1 0.0 0.3 0.0559
H -4.30532 8.73056 -1.46724 0.0 0.3 0.3 0.0018
H 1.71714 4.38511 0.76712 -0.1 0.4 0.6 -0.0989
H -4.35329 4.98876 0.06745 0.1 0.0 -0.1 0.0075
H 2.28846 -0.05108 0.86646 0.2 -0.4 -0.5 0.3727
H 2.85931 -6.83301 2.09251 -0.3 0.4 0.3 0.0074
H -0.29805 -8.25715 4.04261 -0.7 -0.2 0.0 0.0050
H 4.11546 3.26685 -1.11463 -0.5 0.6 -0.2 0.0349
H 6.65477 0.48026 -1.41362 -0.6 0.0 0.1 0.0408
H -0.38342 -1.11777 0.39658 -1.2 0.3 0.3 -0.0012
H 3.28181 -6.06992 0.57385 0.3 -0.2 -0.2 -0.0347
H -3.81582 -2.93216 1.62465 -0.5 -0.6 0.3 0.0015
H -1.91344 9.80032 -2.04296 -0.7 -0.3 0.1 -0.0108
H 2.13560 -4.19595 -0.30181 -0.2 0.1 -0.1 0.1277
H 0.33748 -9.21974 0.70314 0.4 -0.2 -0.7 0.0098
H 1.10480 3.03461 -0.00925 -0.5 -0.5 0.1 -0.0027
H 2.21522 -5.36736 4.07106 0.0 -0.1 -0.1 0.0249
H 3.05034 -1.60046 1.44082 -0.6 -0.2 -0.1 -0.2531
H 0.31479 -1.30652 -1.06492 0.4 0.9 -0.7 0.0012
H -4.62223 6.71210 -0.07657 0.2 0.3 -0.1 -0.0171
H -2.37309 1.45567 -0.27284 -0.3 0.2 -0.5 -0.0257
H 2.20321 1.80884 1.61821 -0.7 -0.1 -0.2 0.1088
H -3.84158 6.04448 1.36552 0.2 0.1 -0.1 -0.0236
H -1.31243 -4.16411 3.26218 -0.7 0.7 0.8 0.0257
H 3.99490 -0.30438 -4.80146 0.3 0.8 -0.6 0.0265
H 5.87288 -0.44213 0.65204 0.5 -0.6 0.5 0.0433
H 5.98284 -1.39134 -0.85402 0.0 0.1 0.0 -0.0088
H -2.68174 0.11543 0.70721 0.4 -0.6 -0.2 -0.0054
H -0.54636 6.78207 0.30306 -0.2 0.1 -0.3 0.0528
H -0.89938 8.38997 -1.70305 0.3 0.3 -0.4 -0.0014
H -1.31671 8.83149 -3.42197 0.6 0.4 0.3 0.0110
H -4.31789 6.22373 -3.98722 0.4 0.3 -0.6 0.0109
H 3.79566 -0.13695 1.77213 0.3 0.6 -0.2 -0.1966
H 6.58718 2.04883 -2.15453 0.1 0.0 -0.7 0.0249
H 4.58036 3.01573 -2.81491 -0.8 1.0 -0.5 -0.0055
H -4.52602 4.61455 -4.41329 0.0 -0.7 0.7 -0.0031
H -1.93358 7.80471 0.86667 0.0 0.4 -0.6 -0.0065
H -2.35928 3.15938 -2.63326 0.6 0.4 0.1 -0.0010
H 3.76062 -2.94840 -2.06914 -0.4 0.8 0.4 0.0801
H 5.60282 0.31359 -4.11224 -0.3 0.1 -0.1 0.0877
H 1.39670 -3.40396 1.16620 0.9 0.5 0.0 0.0139
H -7.89753 -2.34696 0.57662 0.7 0.5 0.2 -0.0007
H 2.87384 2.51741 -2.21017 0.3 -0.1 -0.2 -0.0056
H 1.04278 1.15596 2.92850 0.3 -0.3 -0.3 0.0066
H 4.70488 -3.14401 -3.41121 0.2 0.4 -0.7 -0.0689
H -6.93377 -3.85996 0.88038 0.0 0.1 -0.4 -0.0013
H 5.38864 -2.26498 0.50958 0.3 0.2 0.7 -0.2417
H 2.19622 2.45441 3.21290 0.1 0.0 0.2 0.0136
H -8.03891 -3.31038 2.06394 -0.2 0.2 0.0 -0.0004
H 1.99521 -9.14164 1.40407 -0.1 -0.2 0.3 0.0013
H 1.52360 -7.89174 0.29824 -0.4 -0.1 -0.1 -0.0058
H -2.00550 -5.52182 4.08413 0.3 -0.7 -0.1 -0.0040
H -0.16586 -9.68207 2.95273 1.1 0.0 0.4 0.0003
H -1.65674 6.29562 1.57768 0.2 -0.3 0.0 -0.1031
H 5.39604 -1.30091 -4.84130 0.3 -0.2 0.4 -0.0620
H 1.22422 -6.69620 4.72505 0.5 0.0 0.7 -0.0038
H -4.04161 3.11027 -2.62626 -0.4 0.3 0.1 0.0078
H 3.03642 -2.45764 -3.63230 0.0 -0.5 -0.1 0.0596
H 0.34017 -4.05738 0.09670 0.1 -0.6 -0.7 0.0086
H -1.43911 -8.79802 2.64017 -0.5 1.4 0.1 -0.0018
H 1.04928 -4.97030 5.30853 -0.1 -0.3 0.0 -0.0482
H 3.28797 -5.04536 1.95363 0.4 -0.3 0.6 0.0135
H -4.68456 -1.96168 0.51220 -0.1 0.3 0.0 -0.0006
H -3.86550 0.36899 -0.53163 0.1 0.5 -0.3 0.0006
H -0.93754 -4.52363 5.03842 0.1 0.4 -0.3 -0.0034
H 6.35959 2.01218 -0.52700 -0.3 -0.4 0.7 -0.1898
H -0.00981 0.41834 -0.39364 0.3 -0.2 -0.5 0.0111
H -3.85239 -1.26751 1.93447 -0.7 0.3 0.3 -0.0131
H -4.36362 8.95612 -3.16815 0.2 -0.2 -0.4 0.0060
H -3.25327 3.64808 -1.15589 0.3 -0.2 -0.1 -0.0026
H -2.99587 5.29435 -4.77741 0.4 0.2 0.2 0.0000
```
Positions in Å, forces in eV/Å.

Calculated values
E_tot = -112120.22426 eV
Energy relative to the best compared isomer or geometry (same formula, charge and spin) = 0.000 eV
Total charge = -1
Orbital gap (spin up / spin down) = 1.38 / 7.94 eV
Multiplicity = 2


[3]
C20H29N3O2PtS2Si2 | ωB97M-V with the def2-TZVPD basis set

Geometry as XYZ:
```
59
Properties=species:S:1:pos:R:3:forces:R:3:mulliken_spin:R:1
Pt 0.29342 -0.39195 -0.14344 -1.9 -0.4 -0.3 0.8534
S 4.08551 0.76143 2.12299 -1.4 -1.0 -0.5 0.1202
S 2.81356 -0.85319 -4.03809 0.1 0.0 0.6 0.1184
Si -1.80990 0.75925 0.03678 -0.4 -0.6 1.8 -0.0511
Si -0.93734 -2.26387 0.65284 -1.1 1.3 1.7 0.0483
O 0.51088 2.26732 -2.20194 1.5 0.9 0.8 -0.0052
O 1.24740 2.56824 -0.10796 0.7 1.2 -0.4 -0.0050
N 2.07240 -0.26922 0.80288 3.1 0.6 0.4 0.0589
N 1.62125 -0.70619 -1.74546 0.6 -0.7 -3.7 0.0221
N 3.00462 4.46045 -0.76117 -1.6 0.9 -1.3 -0.0036
C -5.06792 -0.64604 2.13145 -0.9 0.2 0.1 0.0010
C 3.20732 -0.22810 -0.14436 -2.0 0.5 1.5 -0.0922
C -1.79759 2.21160 1.28797 1.6 0.0 0.9 0.0059
C -2.46608 1.24955 -1.59812 0.4 -0.8 -0.5 0.0369
C 0.07482 -1.21928 -3.65324 -0.5 0.8 -0.6 0.0329
C 1.39237 -0.94738 -3.05859 0.7 0.7 2.3 -0.0107
C -0.33730 -3.14469 2.22862 0.2 -0.1 1.1 0.0025
C 2.61905 3.47826 -1.86413 0.6 0.4 1.1 0.0139
C -3.01813 -0.37562 0.84906 -0.7 -1.7 0.4 -0.0248
C 1.34591 2.75705 -1.45663 -0.9 -1.2 0.4 0.0026
C 3.78042 -0.45834 -2.62449 1.2 0.2 -0.6 0.3512
C 2.40109 0.15252 2.01628 0.9 -0.8 -1.7 -0.0038
C -4.24649 0.11069 1.29278 -0.4 -0.4 0.0 0.0023
C 1.62479 -0.06171 3.25741 -0.2 1.0 0.6 -0.0001
C -3.50688 -2.48368 1.97025 -0.1 0.1 -0.2 0.0020
C -4.70474 -1.98543 2.44385 -0.4 1.1 -0.1 0.0005
C -2.68207 -1.72343 1.16349 0.8 1.8 -0.5 -0.0026
C 4.31611 0.22026 0.48211 2.6 0.4 0.0 0.4422
C -1.08548 -3.50085 -0.67802 1.2 -1.4 -1.4 0.0123
C 2.97541 -0.44185 -1.51735 -1.6 -0.4 1.5 0.0015
H 2.48970 3.93936 -2.82735 -0.1 0.2 -0.4 0.0032
H -0.77321 2.24361 1.73460 -0.6 -0.6 0.2 -0.0009
H 0.68413 -2.82819 2.54083 -0.5 -0.6 -0.4 -0.0008
H -1.18542 -2.90938 -1.61445 -0.4 -0.8 0.4 0.0008
H -1.92758 -4.20602 -0.49549 0.3 0.7 -0.3 0.0003
H -0.16949 -4.16841 -0.81307 -1.0 1.0 0.2 -0.0004
H 0.18609 -1.88612 -4.49175 0.0 -0.4 -0.3 -0.0047
H -4.59174 1.06538 0.88891 0.1 0.0 0.6 0.0008
H -5.33727 -2.65830 3.00576 -0.2 0.3 0.3 -0.0001
H 3.39448 2.68795 -1.96199 -0.4 0.4 0.2 0.0084
H -0.39795 -0.30835 -4.07469 0.3 -0.2 0.4 -0.0030
H 2.13177 0.51615 4.05031 -0.5 -0.3 -0.1 0.0019
H -1.55985 1.65532 -2.04969 -0.4 -0.1 -0.8 0.0054
H -2.52708 2.24723 2.15162 0.6 -0.1 -1.3 0.0014
H -2.89532 0.33129 -2.08066 0.6 1.0 0.1 0.0016
H 5.29706 0.12011 0.00578 -0.3 0.4 0.6 0.0342
H -6.00330 -0.10534 2.50809 1.2 -1.4 -0.5 0.0000
H -0.97495 -3.05614 3.19008 0.8 0.1 -1.8 -0.0001
H -0.34087 -4.21364 1.91053 0.3 0.5 0.5 0.0009
H 4.87828 -0.34952 -2.62529 -1.0 -0.1 -0.2 0.0264
H 1.92723 3.18624 0.31690 -0.7 -0.9 -0.6 0.0007
H -3.14382 -3.44907 2.27626 -0.3 -0.5 0.0 -0.0003
H 0.57646 0.23361 3.18824 0.1 0.3 -0.2 0.0013
H 2.47450 5.36369 -0.93680 0.4 -1.6 0.4 -0.0001
H -3.19589 2.02909 -1.51588 -0.6 0.4 0.0 0.0061
H -0.61130 -1.64328 -2.93893 -0.1 -0.1 0.2 -0.0158
H -1.65440 3.15829 0.79666 -0.9 0.7 -0.5 -0.0010
H 3.94545 4.80653 -0.85012 0.6 -0.6 -0.1 0.0000
H 1.57787 -1.09787 3.56582 0.4 -0.4 -0.1 0.0037
```
Positions in Å, forces in eV/Å.

Calculated values
E_tot = -70446.84651 eV
Energy relative to the best compared isomer or geometry (same formula, charge and spin) = 0.000 eV
Orbital gap (spin up / spin down) = 4.05 / 6.52 eV
Multiplicity = 3


> Among the records above, which one has the highest E_tot?

C20H29N3O2PtS2Si2


> What is the formula in the second record?

C24H72N9O6P3S3


> multiplicity of number 3 (C20H29N3O2PtS2Si2)?

3


> Look up the multiplicity of the first one.

1